(1)
Below is the molecule C20H23N3O5S at a distorted geometry, with properties calculated with wB97M-V/def2-TZVPD.

XYZ file:
```
52
Properties=species:S:1:pos:R:3:forces:R:3
C 0.7849 4.1961 2.2767 0.02 0.02 0.00
C 1.5584 2.9260 2.1079 0.02 -0.08 0.00
C 2.8966 2.9719 1.7245 0.03 -0.14 0.03
C 3.6253 1.8108 1.5517 0.07 0.15 0.05
C 3.0072 0.5916 1.7518 0.29 -0.48 -0.15
S 3.9145 -0.9365 1.5119 0.39 -0.12 0.18
O 5.0002 -0.9876 2.4524 0.20 0.28 -0.10
O 2.9587 -2.0226 1.5387 -0.12 0.12 -0.13
C 4.6254 -0.8707 -0.1715 -0.58 0.13 0.63
C 3.5261 -1.1578 -1.1745 -0.06 0.12 -0.05
C 2.5291 -0.0075 -1.1658 -0.09 -0.13 -0.30
O 2.9026 1.1342 -1.3776 0.34 0.15 -0.11
N 1.2276 -0.2875 -0.9464 -0.30 0.09 0.02
C 0.6738 -1.5851 -0.6068 -0.05 -0.51 0.10
C -0.7288 -1.4329 -0.0198 0.14 -0.09 0.08
N -1.6124 -0.7670 -0.9518 0.22 0.01 0.01
C -2.9457 -1.0275 -1.0120 -0.33 -0.08 -0.01
C -3.7174 -0.5898 -2.1071 0.18 0.04 0.08
C -5.0635 -0.8481 -2.1736 -0.40 -0.17 0.20
C -5.6916 -1.5546 -1.1495 1.41 0.27 0.07
N -7.0873 -1.8201 -1.2179 -0.81 -0.15 -0.04
O -7.5921 -2.4596 -0.3122 -0.10 -0.06 0.06
O -7.7036 -1.3923 -2.1778 -0.11 0.01 -0.08
C -4.9481 -1.9980 -0.0573 -0.42 0.02 -0.23
C -3.6023 -1.7388 0.0120 0.18 0.04 -0.05
C -0.9928 0.2471 -1.7802 0.13 0.16 -0.11
C 0.2584 0.7794 -1.0931 -0.09 0.29 -0.26
C 1.6899 0.5214 2.1552 -0.05 -0.20 0.00
C 0.9667 1.6887 2.3331 0.11 0.03 0.05
H 1.2460 4.8187 3.0418 -0.02 0.08 0.05
H -0.2433 3.9959 2.5658 -0.07 0.04 0.02
H 0.7842 4.7624 1.3466 -0.05 0.08 -0.04
H 3.3667 3.9294 1.5588 0.07 0.10 -0.03
H 4.6650 1.8493 1.2693 0.14 0.08 -0.08
H 5.4141 -1.6183 -0.1891 0.03 -0.06 0.18
H 5.0440 0.1219 -0.3083 0.09 0.07 -0.02
H 3.0709 -2.1164 -0.9434 0.02 -0.03 -0.11
H 3.9526 -1.1990 -2.1808 -0.05 0.02 0.07
H 1.3014 -2.0716 0.1459 -0.16 0.02 -0.19
H 0.6204 -2.2204 -1.5007 -0.04 -0.03 0.11
H -1.1092 -2.4356 0.1839 0.07 0.08 0.03
H -0.6714 -0.8848 0.9294 0.00 -0.11 0.05
H -3.2496 -0.0651 -2.9234 0.05 0.05 -0.08
H -5.6511 -0.5200 -3.0171 0.00 0.02 -0.04
H -5.4513 -2.5347 0.7323 0.00 -0.02 0.04
H -3.0574 -2.0675 0.8811 0.06 -0.02 0.09
H -0.7219 -0.1602 -2.7643 -0.04 0.13 -0.01
H -1.6912 1.0749 -1.9272 0.06 -0.05 -0.02
H 0.0052 1.2049 -0.1153 0.00 0.03 -0.09
H 0.7239 1.5655 -1.6919 -0.15 -0.08 0.10
H 1.2568 -0.4510 2.3307 -0.14 -0.09 0.00
H -0.0643 1.6392 2.6550 -0.09 -0.01 0.03
```
Forces are in eV/Å.

Summary:
- LUMO energy (eV) = -0.2
- E (a.u.) = -1714.49935
- energy relative to the best compared isomer or geometry (same formula, charge and spin) (kcal per mole) = 95.4
- maximum force (hartree/bohr) = 0.0280
- SMILES = Cc1ccc(S(=O)(=O)CCC(=O)N2CCN(c3ccc([N+](=O)[O-])cc3)CC2)cc1
- gap between HOMO and LUMO (Ha) = 0.3035

Partial charges, Mulliken, in e: C -1.620; C 1.076; C -0.760; C -0.497; C 0.174; S 1.380; O -0.749; O -0.679; C -0.930; C -0.723; C 0.472; O -0.671; N 0.357; C -0.588; C -1.481; N 0.307; C 1.000; C -0.477; C -0.553; C -0.242; N 0.995; O -0.633; O -0.634; C -0.685; C -0.424; C -1.037; C -0.974; C -0.294; C -0.925; H 0.412; H 0.362; H 0.334; H 0.415; H 0.376; H 0.486; H 0.442; H 0.336; H 0.513; H 0.527; H 0.374; H 0.696; H 0.289; H 0.389; H 0.461; H 0.459; H 0.371; H 0.289; H 0.778; H 0.092; H 0.488; H 0.608; H 0.319

=====

(2)
Below is a cluster of 2 separate species, C10H16O in total at a distorted geometry, with properties calculated with wB97M-V/def2-TZVPD.

XYZ file:
```
27
Properties=species:S:1:pos:R:3:forces:R:3
C 2.0725 0.5386 2.4746 -0.11 -0.46 0.24
C 1.7133 0.2985 1.0148 -0.56 0.35 -0.48
C 0.2318 0.0459 0.7895 0.30 -0.20 0.16
C -0.4150 -1.0109 1.4231 0.34 0.06 -0.02
C -1.7635 -1.2343 1.2393 -0.60 -0.02 -0.21
C -2.5063 -0.3492 0.4655 -0.20 -0.09 -0.14
O -3.8618 -0.4615 0.3193 -0.09 0.12 -0.23
C -1.8793 0.6843 -0.2071 0.08 -0.01 -0.02
C -0.5158 0.8507 -0.0549 0.02 0.39 0.08
H 1.5862 -0.1839 3.1351 -0.08 -0.04 -0.11
H 1.7092 1.5186 2.7848 0.26 0.04 0.06
H 3.1388 0.4105 2.6690 0.01 0.40 -0.11
H 1.9243 1.1936 0.4329 0.32 0.15 0.01
H 2.3063 -0.4815 0.5383 0.04 -0.26 0.26
H 0.1828 -1.6402 2.0693 -0.15 -0.25 0.01
H -2.3023 -2.0951 1.6256 0.30 0.02 0.34
H -4.2126 -1.2279 0.7804 0.19 -0.07 0.11
H -2.4279 1.3575 -0.8491 -0.21 -0.06 0.04
H -0.0520 1.6815 -0.5760 0.13 -0.08 0.03
C 2.1181 0.1804 -2.6539 0.53 0.40 -0.85
C 3.0480 0.2599 -3.8936 -0.43 -0.11 0.31
H 1.2962 -0.5125 -2.8135 0.15 -0.30 0.25
H 2.7441 -0.0840 -1.8060 -0.42 -0.06 0.31
H 1.6576 1.1560 -2.4925 0.05 -0.03 0.21
H 3.4132 1.2814 -4.0181 0.13 -0.18 -0.10
H 2.5184 -0.0404 -4.7930 -0.07 0.17 -0.19
H 3.8926 -0.4232 -3.7991 0.05 0.11 0.04
```
Forces are in eV/Å.

Summary:
- LUMO energy (eV) = 0.9
- E (a.u.) = -465.86593
- energy relative to the best compared isomer or geometry (same formula, charge and spin) (kcal per mole) = 20.0
- maximum force (hartree/bohr) = 0.0210
- SMILES = CCc1ccc(O)cc1.CC
- gap between HOMO and LUMO (Ha) = 0.3392

Partial charges, Mulliken, in e: C -1.196; C -0.665; C 0.394; C -0.500; C -0.659; C 0.966; O -0.535; C -0.742; C -0.219; H 0.311; H 0.316; H 0.353; H 0.348; H 0.261; H 0.365; H 0.255; H 0.282; H 0.402; H 0.253; C -0.475; C -0.990; H 0.311; H 0.137; H 0.181; H 0.272; H 0.289; H 0.287

=====

maximum force of number 1 (C20H23N3O5S)?
0.0280 hartree/bohr

=====

The lowest LUMO energy belongs to which entry?
C20H23N3O5S